# 1
Density functional theory data (ωB97M-V with the def2-TZVPD basis set) for a molecular structure, C50H46KN8O5PSe.

Summary:
HOMO ... -0.92 eV
E_LUMO ... 3.26 eV
Frontier orbital gap ... 4.176 eV

```
! wB97M-V def2-TZVPD RIJCOSX def2/J DEFGRID3
* xyz -2 1
K 0.2059 0.4150 -0.4450
C 2.3182 0.2533 4.4162
C 2.2070 0.4892 2.9002
O 1.1376 0.0976 2.3382
C 3.2982 1.1201 2.3176
C 3.4405 1.5898 0.9568
C 4.5724 2.5619 0.6951
N 2.6483 1.2245 0.0072
N 2.8727 1.8725 -1.2163
C 2.4586 1.1669 -2.2467
O 1.9564 0.0043 -2.2842
C 2.6446 1.8787 -3.5744
C 2.2074 1.2550 -4.7379
C 2.3621 1.8662 -5.9761
C 2.9622 3.1139 -6.0691
C 3.4037 3.7449 -4.9102
C 3.2454 3.1335 -3.6760
H 1.3857 -0.1668 4.7819
H 2.5277 1.1862 4.9479
H 3.1268 -0.4460 4.6481
H 4.0916 1.4103 2.9999
H 5.1863 2.6918 1.5880
H 4.1605 3.5287 0.3960
H 5.1914 2.2232 -0.1374
H 1.7412 0.2835 -4.6349
H 2.0061 1.3682 -6.8716
H 3.0799 3.5955 -7.0338
H 3.8690 4.7230 -4.9718
H 3.5748 3.6081 -2.7612
Se 2.0518 -6.7499 -4.2792
N 2.7845 -5.8230 -2.9312
C 1.9435 -4.8806 -2.6112
C 2.1707 -3.9149 -1.5448
C 3.3611 -3.8594 -0.8169
C 3.4955 -2.9056 0.1641
C 2.4170 -2.0573 0.4338
N 1.2747 -2.1323 -0.2292
C 1.1644 -2.9974 -1.2334
C -0.0691 -2.9131 -2.0530
N -0.9244 -1.9274 -1.7666
C -2.0092 -1.7888 -2.5090
C -2.3155 -2.6381 -3.5751
C -1.4451 -3.6602 -3.8737
C -0.2901 -3.8073 -3.1047
C 0.7063 -4.8362 -3.3819
N 0.5703 -5.7409 -4.3087
H 4.1580 -4.5529 -1.0534
H 4.4139 -2.7963 0.7248
H 2.4641 -1.2849 1.1944
H -2.6763 -0.9795 -2.2296
H -3.2191 -2.4775 -4.1473
H -1.6262 -4.3453 -4.6921
N -4.0342 -0.1077 -0.5651
C -4.2874 1.1491 -1.2765
C -2.9930 1.9466 -1.5733
O -3.1046 2.8923 -2.3661
O -1.9660 1.5874 -0.9269
H -4.6712 -0.2037 0.2133
H -3.1055 -0.0078 -0.1528
H -4.9324 1.8324 -0.7129
H -4.7830 0.9624 -2.2339
C -3.5238 -3.2125 0.8847
C -2.3510 -3.7573 1.6906
C -1.6723 -4.9039 0.9438
C -1.3353 -2.6568 1.9864
C -0.1939 -3.0944 2.9265
O -0.1756 -2.0985 3.9651
C -1.1831 -1.2443 3.6595
N -1.9292 -1.5061 2.6735
C -1.3561 -0.0868 4.5605
C -1.3278 -0.3087 5.9369
C -1.5591 0.7304 6.8195
C -1.8228 2.0025 6.3245
C -1.8316 2.2213 4.9574
C -1.5794 1.1922 4.0482
P -1.5696 1.5164 2.2190
C -3.2303 2.3173 2.1855
C -3.5017 3.5723 1.6484
C -4.8069 4.0441 1.5657
C -5.8647 3.2700 2.0150
C -5.6079 2.0100 2.5443
C -4.3073 1.5394 2.6219
C -0.3980 2.9199 2.0782
C 0.5452 3.2339 3.0545
C 1.5286 4.1815 2.8110
C 1.5913 4.8282 1.5864
C 0.6756 4.5035 0.5959
C -0.3041 3.5508 0.8317
H -4.2923 -3.9786 0.7484
H -3.1930 -2.8824 -0.1032
H -3.9693 -2.3474 1.3733
H -2.7245 -4.1248 2.6565
H -1.2029 -4.5258 0.0313
H -2.4000 -5.6641 0.6494
H -0.8975 -5.3919 1.5400
H -0.9323 -2.2913 1.0357
H 0.7832 -3.1008 2.4464
H -0.3857 -4.0639 3.3980
H -1.1238 -1.3078 6.3011
H -1.5405 0.5506 7.8879
H -2.0149 2.8245 7.0042
H -2.0259 3.2161 4.5731
H -2.6927 4.1875 1.2789
H -4.9912 5.0184 1.1292
H -6.8820 3.6358 1.9414
H -6.4251 1.3863 2.8893
H -4.1164 0.5451 3.0150
H 0.5515 2.7028 3.9975
H 2.2726 4.3814 3.5732
H 2.3774 5.5474 1.3885
H 0.7482 4.9513 -0.3873
H -0.9614 3.2481 0.0220
*
```

# 2
Density functional theory data (ωB97M-V with the def2-TZVPD basis set) for a molecular structure, C7H13NSi in a non-equilibrium geometry.

Summary:
HOMO ... -9.19 eV
E_LUMO ... 0.83 eV
Frontier orbital gap ... 10.015 eV

```
! wB97M-V def2-TZVPD RIJCOSX def2/J DEFGRID3
* xyz 0 1
C 1.2027 -1.8905 0.3893
C 0.7178 -0.5778 0.2148
C 2.0663 -0.0460 0.5123
C 2.6321 -1.4422 0.7845
C -2.3538 -0.8331 0.3004
C -1.0156 0.7134 -2.2716
C -1.0426 2.0204 0.8965
N 2.5295 1.1158 0.2887
Si -0.9321 0.3973 -0.2776
H 0.6763 -2.7602 0.2452
H 2.8434 -1.5644 1.8338
H 3.2441 -1.8907 -0.0159
H -2.6493 -0.5317 1.2130
H -3.1202 -0.8568 -0.5689
H -1.9308 -1.8867 0.2934
H -1.8703 1.2352 -2.3477
H -0.1024 1.1605 -2.4556
H -1.0632 -0.2839 -2.7114
H -0.6585 2.8315 0.3091
H -2.1846 2.1507 1.1643
H -0.5096 1.7727 1.7458
H 3.5208 1.1665 0.4577
*
```

# 3
Density functional theory data (ωB97M-V with the def2-TZVPD basis set) for a molecular structure, C21H22Cl2N9O3PdSi in a non-equilibrium geometry.

Summary:
HOMO (spin up / spin down) ... -4.67 / -4.67 eV
E_LUMO (spin up / spin down) ... 1.93 / 1.93 eV
Frontier orbital gap (spin up / spin down) ... 6.596 / 6.598 eV

```
! wB97M-V def2-TZVPD RIJCOSX def2/J DEFGRID3
* xyz -1 1
Pd 1.9018 -1.1390 -0.7759
N 1.9409 -3.2460 4.4708
N 1.9002 -2.1932 3.6000
N 2.1887 -0.9557 3.9413
C 2.0667 -0.3270 2.7781
N 1.7144 -1.1621 1.8015
N 1.6064 -2.3386 2.3310
H 1.4407 -3.0291 5.3284
H 1.5500 -4.0508 3.9897
H 2.2187 0.7211 2.6309
C 0.5547 1.9333 -0.4824
Si 2.2324 1.1568 -1.1035
C 2.3809 1.7379 -2.9507
C 3.6341 2.1241 -0.1517
H 0.6663 2.9404 -0.0918
H 0.1230 1.3113 0.2936
H -0.1604 1.9668 -1.2983
H 2.2940 2.8204 -3.0073
H 1.5968 1.2909 -3.5550
H 3.3386 1.4536 -3.3749
H 3.2777 3.0962 0.1759
H 4.4754 2.2795 -0.8176
H 4.0025 1.5890 0.7181
O 3.0772 -2.8605 -0.6049
N 3.7374 -1.7528 -0.8290
C 4.7491 -1.7154 -1.7308
C 5.2767 -2.8661 -2.3156
N 5.7252 -3.8288 -2.7715
C 5.4147 -0.5185 -1.9756
N 6.0052 0.4477 -2.2111
Cl -2.0805 0.5208 2.1024
C -2.5039 1.8577 1.0827
C -1.9517 3.0830 1.4143
C -2.1391 4.1971 0.6186
C -2.9012 4.0765 -0.5307
C -3.4725 2.8605 -0.8393
Cl -4.4264 2.7572 -2.2953
C -3.3119 1.7002 -0.0559
N -3.9572 0.5559 -0.4254
C -3.7089 -0.7625 0.0424
C -4.3427 -1.1794 1.2072
C -4.1397 -2.4558 1.6942
C -3.3036 -3.3229 1.0078
C -2.7072 -2.9210 -0.1718
C -2.9031 -1.6410 -0.6843
C -2.1907 -1.2261 -1.9299
C -0.6512 -1.1837 -1.7058
O 0.0836 -1.1983 -2.6974
O -0.2586 -1.1025 -0.5180
H -1.3541 3.1376 2.3093
H -1.6824 5.1388 0.8789
H -3.0441 4.9164 -1.1927
H -4.3594 0.6029 -1.3534
H -4.9656 -0.4755 1.7410
H -4.6186 -2.7707 2.6104
H -3.1221 -4.3172 1.3901
H -2.0564 -3.5971 -0.7053
H -2.4751 -0.2212 -2.2499
H -2.3859 -1.9151 -2.7547
*
```

# 4
Density functional theory data (ωB97M-V with the def2-TZVPD basis set) for a molecular structure, C42H60BiBrNO3S4Sb.

Summary:
HOMO ... -2.29 eV
E_LUMO ... 3.60 eV
Frontier orbital gap ... 5.895 eV

```
! wB97M-V def2-TZVPD RIJCOSX def2/J DEFGRID3
* xyz -2 1
Bi -0.5262 -2.1051 -0.8940
C 1.3101 1.2832 4.9401
C 1.6754 2.2027 3.7659
C 3.0641 2.7839 4.0341
C 0.6761 3.3676 3.7145
C 1.6151 1.4112 2.4586
C 0.4098 0.8172 2.0899
C 0.2898 0.1099 0.9040
N -0.9137 -0.4384 0.4635
C -1.8066 -0.9013 1.4533
C -2.7935 -0.0828 1.9670
C -3.6436 -0.5504 2.9641
C -3.4717 -1.8704 3.3692
C -2.5325 -2.7518 2.8372
C -1.6540 -2.2613 1.8452
O -0.7376 -2.9687 1.2305
C -2.5174 -4.1842 3.3916
C -2.1525 -4.1390 4.8835
C -1.5325 -5.1259 2.6935
C -3.9165 -4.8024 3.2316
C -4.7267 0.3125 3.6095
C -4.7667 1.7201 3.0137
C -6.1031 -0.3333 3.3961
C -4.4598 0.4402 5.1163
C 1.4333 -0.0888 0.0835
O 1.2882 -0.8559 -0.9924
C 2.6511 0.5018 0.4399
C 2.7077 1.2571 1.6177
C 3.8718 0.3269 -0.4657
C 3.5452 0.8572 -1.8694
C 5.0913 1.0953 0.0493
C 4.2568 -1.1581 -0.5463
H 1.3353 1.8357 5.8850
H 0.3122 0.8613 4.8165
H 2.0147 0.4516 5.0036
H 3.0571 3.3251 4.9844
H 3.8188 1.9976 4.0980
H 3.3635 3.4819 3.2496
H 0.7017 3.9392 4.6481
H 0.9170 4.0393 2.8879
H -0.3420 3.0074 3.5638
H -0.4679 0.9137 2.7177
H -2.8586 0.9235 1.5738
H -4.1258 -2.2491 4.1485
H -1.1517 -3.7222 5.0134
H -2.8513 -3.5221 5.4527
H -2.1627 -5.1487 5.3062
H -0.5018 -4.7950 2.8098
H -1.6352 -6.1249 3.1323
H -1.7208 -5.1895 1.6242
H -4.6806 -4.2522 3.7837
H -4.2006 -4.8134 2.1778
H -3.9121 -5.8333 3.5988
H -4.9715 1.6924 1.9421
H -5.5566 2.3023 3.4964
H -3.8207 2.2437 3.1643
H -6.3160 -0.4265 2.3297
H -6.1434 -1.3329 3.8312
H -6.8898 0.2720 3.8583
H -3.4900 0.9109 5.2910
H -5.2334 1.0486 5.5963
H -4.4465 -0.5382 5.5990
H 3.6429 1.7275 1.8805
H 3.2859 1.9190 -1.8240
H 4.4135 0.7438 -2.5285
H 2.7033 0.3259 -2.3072
H 4.8963 2.1688 0.1087
H 5.4044 0.7448 1.0357
H 5.9244 0.9427 -0.6418
H 3.4241 -1.7581 -0.9076
H 5.1053 -1.2918 -1.2253
H 4.5443 -1.5279 0.4413
C 1.3750 4.6862 -3.1756
C 1.0686 3.9363 -4.4798
C 2.3350 3.9431 -5.3366
C -0.0316 4.6849 -5.2450
C 0.6014 2.5203 -4.1485
C -0.5256 2.3326 -3.3581
C -0.9230 1.0591 -3.0140
Br -2.5924 0.8775 -2.1235
C -0.2065 -0.1096 -3.3627
O -0.6040 -1.2953 -2.9589
C 0.8829 0.0770 -4.2527
C 1.2417 1.3766 -4.6077
C 1.5990 -1.1062 -4.9231
C 0.6925 -1.6128 -6.0553
C 2.9511 -0.6946 -5.5216
C 1.8746 -2.2736 -3.9661
H 1.7114 5.7063 -3.3872
H 2.1570 4.1697 -2.6159
H 0.4940 4.7425 -2.5351
H 2.6471 4.9748 -5.5200
H 2.1666 3.4645 -6.3037
H 3.1545 3.4241 -4.8362
H 0.2858 5.7070 -5.4754
H -0.9516 4.7382 -4.6620
H -0.2599 4.1719 -6.1815
H -1.1180 3.1705 -3.0114
H 2.0888 1.5011 -5.2626
H 0.4942 -0.8162 -6.7787
H -0.2548 -1.9697 -5.6478
H 1.1683 -2.4506 -6.5740
H 2.8561 -0.0170 -6.3739
H 3.4562 -1.5925 -5.8837
H 3.5888 -0.2236 -4.7693
H 0.9603 -2.7872 -3.6949
H 2.3695 -1.9291 -3.0538
H 2.5277 -3.0005 -4.4590
S -1.4750 -4.6830 -4.5525
Sb -2.4000 -5.1209 -2.5328
S 0.8808 -4.1577 -1.3821
S -2.8327 -2.9632 -1.3928
S -0.4706 -5.6226 -0.9960
*
```

# 5
Density functional theory data (ωB97M-V with the def2-TZVPD basis set) for a molecular structure, C30H44BrCoN6O4S in a non-equilibrium geometry.

Summary:
HOMO (spin up / spin down) ... -10.25 / -10.14 eV
E_LUMO (spin up / spin down) ... -3.26 / -4.72 eV
Frontier orbital gap (spin up / spin down) ... 6.987 / 5.422 eV
⟨S²⟩ ... 0.925

```
! wB97M-V def2-TZVPD RIJCOSX def2/J DEFGRID3
* xyz 1 2
Co 0.0379 -0.5451 0.9381
O 5.2470 -1.9226 1.5566
C 4.3100 -2.7645 2.0759
C 4.7675 -3.6856 3.0155
C 3.8831 -4.5538 3.6280
C 2.5232 -4.4986 3.3292
C 2.0788 -3.5916 2.3817
C 2.9604 -2.7335 1.7230
C 2.4449 -1.7922 0.6423
O 1.8394 -0.6662 1.1485
N 1.4642 -2.4787 -0.2189
N 0.1996 -2.0062 -0.1236
C -0.7339 -3.0094 -0.4852
C -1.8950 -2.8012 -1.0451
Br -2.1659 -0.0691 0.4681
C -3.0155 -2.6929 -1.6993
C -3.1447 -2.7400 -3.1748
C -2.0339 -2.8522 -4.0123
C -2.1970 -2.9648 -5.3826
C -3.4744 -2.9641 -5.9368
C -4.5817 -2.8355 -5.1123
C -4.4167 -2.7186 -3.7378
H 4.8464 -1.2895 0.9554
H 5.8270 -3.6964 3.2478
H 4.2580 -5.2749 4.3460
H 1.8226 -5.1621 3.8209
H 1.0193 -3.5406 2.1478
H 3.2772 -1.5019 -0.0124
H 1.5347 -3.4866 -0.2710
H -0.4246 -4.0369 -0.2975
H -3.9353 -2.5576 -1.1341
H -1.0391 -2.8629 -3.5775
H -1.3285 -3.0657 -6.0223
H -3.6031 -3.0748 -7.0066
H -5.5784 -2.8328 -5.5388
H -5.2875 -2.6264 -3.0953
O 0.3822 1.3754 1.6813
H 1.1011 1.3373 2.3239
H -0.3852 1.8070 2.0736
N -0.1048 -1.0359 3.1299
C 0.4600 -1.2814 4.1093
N 1.0886 -1.6070 5.2194
C 0.4540 -1.4622 6.5379
C 1.0880 -0.2826 7.2465
O 2.4945 -0.4524 7.3380
C 3.1042 -0.5423 6.0578
C 2.5548 -1.7150 5.2710
H 0.6428 -2.3755 7.1019
H -0.6196 -1.3272 6.4231
H 0.7130 -0.1899 8.2631
H 0.8595 0.6383 6.6942
H 4.1717 -0.6673 6.2240
H 2.9397 0.3882 5.4987
H 2.8049 -2.6477 5.7743
H 2.9584 -1.7401 4.2598
C -1.7138 6.7345 -0.7617
C -0.4598 6.8804 -1.6307
C -0.0430 5.6290 -2.4097
C 0.6933 4.5595 -1.6029
N -0.1612 3.8580 -0.6241
C -1.0900 2.9128 -0.7898
S -2.3176 2.8185 0.4517
N -1.1486 2.0330 -1.7698
C -0.2951 1.7760 -2.9365
C -0.9331 2.2407 -4.2518
C -1.7136 1.1318 -4.9534
C -2.8568 0.5687 -4.1102
H -2.0454 7.7141 -0.4139
H -1.5558 6.1235 0.1313
H -2.5339 6.2874 -1.3312
H 0.3811 7.2205 -1.0181
H -0.6522 7.6676 -2.3608
H 0.6272 5.9301 -3.2185
H -0.9268 5.1728 -2.8710
H 1.4950 5.0147 -1.0234
H 1.1559 3.8520 -2.2713
H -0.3472 4.4029 0.2016
H -1.9407 1.4125 -1.6835
H -0.1295 0.6981 -2.9638
H 0.6679 2.2334 -2.7850
H -0.1478 2.6039 -4.9184
H -1.5979 3.0847 -4.0461
H -1.0268 0.3249 -5.2287
H -2.1141 1.5342 -5.8860
H -2.4865 0.0135 -3.2394
H -3.4595 -0.1279 -4.6937
H -3.5177 1.3700 -3.7598
*
```

# 6
Density functional theory data (ωB97M-V with the def2-TZVPD basis set) for a molecular structure, C3H2FOPt in a non-equilibrium geometry.

Summary:
HOMO (spin up / spin down) ... -7.46 / -9.68 eV
E_LUMO (spin up / spin down) ... -0.52 / -2.06 eV
Frontier orbital gap (spin up / spin down) ... 6.938 / 7.619 eV
⟨S²⟩ ... 3.768

```
! wB97M-V def2-TZVPD RIJCOSX def2/J DEFGRID3
* xyz 0 4
C -1.1760 0.0160 0.1403
O 0.6681 1.5746 0.0449
C 1.0849 0.4319 -0.3011
C -0.0115 -0.5621 -0.2449
F -2.3414 -0.3072 -0.4484
H -1.3333 0.5465 1.0804
H 0.1932 -1.6185 -0.0589
Pt 2.9161 -0.0812 -0.2122
*
```